w.
{
  "formula": "C2H8NS2",
  "method": "ωB97M-V/def2-TZVPD",
  "elements": ["S", "S", "H", "H", "C", "C", "N", "H", "H", "H", "H", "H", "H"],
  "coordinates": [[-0.6428, 1.0046, -0.9149], [-1.4309, -1.4336, -0.6802], [-1.9486, 0.9242, -1.1355], [-0.9909, -1.4265, -1.9505], [1.8391, 0.4587, 0.8838], [1.5158, -0.7547, 0.4313], [0.6789, 1.0641, 1.6792], [2.4379, 1.2397, 0.3862], [1.7223, -1.2070, -0.5508], [1.0430, -1.3907, 1.1530], [-0.1239, 1.1802, 0.8532], [0.1662, 0.5560, 2.3726], [0.9736, 1.9274, 2.1519]],
  "mulliken_charge": [-0.35, -0.14, 0.30, 0.26, -0.16, -0.60, -0.30, 0.32, 0.33, 0.34, 0.31, 0.36, 0.33],
  "homo_lumo_gap_ev": 7.7,
  "homo_ev": -14.05,
  "multiplicity": 1,
  "charge": 1
}



x.
{
  "formula": "C2H8NS2",
  "method": "ωB97M-V/def2-TZVPD",
  "elements": ["N", "C", "C", "S", "S", "H", "H", "H", "H", "H", "H", "H", "H"],
  "coordinates": [[0.0378, -1.8032, 0.3758], [-0.1942, -0.3465, 0.2474], [0.6318, 0.3142, -0.7974], [-0.1321, 1.8244, -1.3271], [-0.3126, 2.7353, 0.5834], [0.3296, -2.3274, -0.4755], [0.8648, -1.9160, 0.9683], [-0.7549, -2.3346, 0.7809], [-1.2852, -0.1794, -0.0742], [-0.0797, 0.0999, 1.2634], [0.8918, -0.3045, -1.6508], [1.4794, 0.6884, -0.2848], [-1.4766, 3.5495, 0.3907]],
  "mulliken_charge": [-0.28, -0.56, -0.77, -0.02, -0.25, 0.36, 0.38, 0.36, 0.33, 0.40, 0.42, 0.40, 0.23],
  "homo_lumo_gap_ev": 8.1,
  "homo_ev": -12.10,
  "multiplicity": 1,
  "charge": 1,
  "smiles": "[NH3+]CCSS"
}



y.
{
  "formula": "C2H8NS2",
  "method": "ωB97M-V/def2-TZVPD",
  "elements": ["N", "C", "C", "S", "S", "H", "H", "H", "H", "H", "H", "H", "H"],
  "coordinates": [[1.5434, -0.8510, -0.5206], [0.6282, -0.6466, 0.7576], [-0.6423, 0.0841, 0.4391], [-0.5906, 1.7974, -0.1698], [-2.4965, 2.2124, -0.3677], [2.0839, -1.7143, -0.5089], [2.1028, -0.0113, -0.6358], [0.8570, -0.8700, -1.2866], [1.3245, 0.0433, 1.2389], [0.5167, -1.5282, 1.3854], [-1.3630, -0.4429, -0.2332], [-1.0921, 0.1808, 1.4589], [-2.8720, 1.7465, -1.5573]],
  "mulliken_charge": [-0.34, -0.65, -0.66, 0.00, -0.17, 0.33, 0.38, 0.35, 0.36, 0.38, 0.44, 0.39, 0.18],
  "homo_lumo_gap_ev": 9.0,
  "homo_ev": -12.94,
  "multiplicity": 1,
  "charge": 1,
  "smiles": "[NH3+]CCSS"
}



z.
{
  "formula": "C2H8NS2",
  "method": "ωB97M-V/def2-TZVPD",
  "elements": ["N", "C", "C", "S", "S", "H", "H", "H", "H", "H", "H", "H", "H"],
  "coordinates": [[-1.5418, -0.6424, 2.6323], [-1.4860, -0.5992, 1.1194], [-0.1391, -0.0591, 0.6567], [-0.0285, -0.2341, -1.1294], [1.7448, 0.8137, -1.3838], [-1.0973, -1.5067, 2.9259], [-0.9621, 0.0944, 3.0469], [-2.4463, -0.4435, 3.0510], [-1.7528, -1.5827, 0.7223], [-2.3977, -0.0783, 0.8072], [0.6062, -0.7429, 1.0825], [-0.0464, 0.9325, 1.1028], [1.2537, 1.6459, -2.2928]],
  "mulliken_charge": [-0.29, -0.82, -0.51, -0.06, -0.18, 0.37, 0.36, 0.35, 0.41, 0.37, 0.39, 0.42, 0.19],
  "homo_lumo_gap_ev": 8.3,
  "homo_ev": -12.28,
  "multiplicity": 1,
  "charge": 1,
  "smiles": "[NH3+]CCSS"
}



Stability ranking, top entry: z; the second entry is 0.098 eV less favorable.



w.
{
  "formula": "C3H4ClN3",
  "method": "ωB97M-V/def2-TZVPD",
  "elements": ["C", "C", "C", "N", "N", "N", "Cl", "H", "H", "H", "H"],
  "coordinates": [[-2.2358, -0.4461, 0.5839], [-1.3337, 0.3298, -0.1165], [1.3685, -0.6916, -0.0959], [-2.9359, -1.0480, 1.2733], [-1.3014, 1.2511, -0.9113], [0.7352, 0.0182, 1.0028], [1.1392, 1.6269, 0.8152], [1.3553, -1.8158, 0.0506], [1.0565, -0.3052, -1.0916], [2.4980, -0.6217, -0.3046], [-0.3459, 1.7024, -1.2057]],
  "mulliken_charge": [0.23, 0.45, -0.66, -0.34, -0.46, -0.24, -0.09, 0.27, 0.25, 0.30, 0.28],
  "homo_lumo_gap_ev": [8.5, 7.6],
  "homo_ev": [-9.58, -8.78],
  "multiplicity": 1
}



x.
{
  "formula": "C3H4ClN3",
  "method": "ωB97M-V/def2-TZVPD",
  "elements": ["C", "N", "N", "N", "C", "C", "Cl", "H", "H", "H", "H"],
  "coordinates": [[0.0813, 1.6638, 0.0021], [-0.2329, 0.2560, -0.0007], [-1.5015, -0.1626, -0.0001], [-1.5042, -1.4550, 0.0030], [-0.2217, -1.9038, -0.0005], [0.5960, -0.8144, -0.0079], [2.2974, -0.6533, 0.0015], [-0.8622, 2.1978, -0.0089], [0.6666, 1.9304, 0.9110], [0.6771, 1.8976, -0.9100], [0.0041, -2.9564, 0.0106]],
  "mulliken_charge": [-0.82, 0.58, -0.44, -0.43, -0.38, 0.32, -0.17, 0.33, 0.29, 0.30, 0.42],
  "homo_lumo_gap_ev": 10.3,
  "homo_ev": -9.71,
  "multiplicity": 1,
  "smiles": "Cn1nncc1Cl"
}



Stability ranking, top entry: x; the second entry is 4.447 eV less favorable.



w.
{
  "formula": "C3H5N5",
  "method": "ωB97M-V/def2-TZVPD",
  "elements": ["H", "N", "C", "C", "N", "N", "N", "N", "C", "H", "H", "H", "H"],
  "coordinates": [[-0.9378, 2.3133, 0.0456], [-1.1316, 1.3609, -0.0440], [-0.0768, 0.7097, -0.0569], [1.3286, 1.1752, 0.0023], [2.4382, 0.4798, 0.0627], [2.2278, -0.8728, -0.0202], [1.0858, -1.5148, -0.1063], [-0.0214, -0.6899, 0.0506], [-1.3568, -1.2126, 0.0224], [1.3055, 2.3022, -0.0833], [-1.8754, -0.4856, -0.7285], [-1.7133, -1.1803, 1.1621], [-1.2728, -2.3851, -0.3067]],
  "mulliken_charge": [0.21, -0.64, 0.62, -0.01, -0.29, -0.42, -0.23, 0.42, -0.78, 0.25, 0.33, 0.23, 0.30],
  "homo_lumo_gap_ev": 8.9,
  "homo_ev": -9.57,
  "multiplicity": 1,
  "smiles": "[H]/N=c1\\cnnnn1C"
}



x.
{
  "formula": "C3H5N5",
  "method": "ωB97M-V/def2-TZVPD",
  "elements": ["H", "N", "C", "C", "N", "N", "C", "N", "N", "H", "H", "H", "H"],
  "coordinates": [[2.9549, 1.7987, 0.9832], [2.7325, 1.1807, 0.1387], [1.5006, 0.7890, 0.1366], [1.1469, -0.0293, -1.0200], [-0.0442, -0.5622, -1.0204], [-0.7871, -0.3005, 0.0971], [-2.0169, -0.9796, 0.0481], [-0.5644, 0.6098, 1.0828], [0.5087, 1.3248, 1.0577], [1.6751, -0.2105, -1.8784], [-2.9112, -0.4447, -0.5716], [-2.4038, -1.0375, 1.1334], [-1.7911, -2.1387, -0.1871]],
  "mulliken_charge": [0.28, -0.63, 0.20, 0.02, -0.69, 0.91, -0.67, -0.36, -0.37, 0.51, 0.26, 0.28, 0.26],
  "homo_lumo_gap_ev": 9.0,
  "homo_ev": -9.07,
  "multiplicity": 1,
  "smiles": "[H]/N=c1/cnn(C)nn1"
}



y.
{
  "formula": "C3H5N5",
  "method": "ωB97M-V/def2-TZVPD",
  "elements": ["H", "N", "C", "N", "C", "N", "C", "N", "H", "N", "H", "H", "H"],
  "coordinates": [[3.1808, -0.8768, -0.4126], [3.1000, 0.1582, -0.0944], [1.7517, 0.2144, -0.0356], [1.0307, 1.3553, 0.0096], [-0.2214, 1.1311, 0.0884], [-0.3885, -0.2216, 0.4211], [-1.7235, -0.5557, -0.0807], [-2.5165, 0.4983, -0.1264], [-3.6070, 0.3853, -0.2521], [0.8265, -0.7806, 0.0195], [-0.9135, 1.8736, 0.3103], [-1.7532, -1.5925, -0.3958], [1.2341, -1.5891, 0.5486]],
  "mulliken_charge": [0.21, -0.63, 0.43, -0.52, -0.02, 0.12, -0.03, -0.55, 0.25, -0.40, 0.47, 0.36, 0.31],
  "homo_lumo_gap_ev": 8.7,
  "homo_ev": -8.61,
  "multiplicity": 1,
  "smiles": "[H]/N=c1/ncn(/C=N/[H])[nH]1"
}



z.
{
  "formula": "C3H5N5",
  "method": "ωB97M-V/def2-TZVPD",
  "elements": ["H", "N", "C", "N", "C", "N", "C", "N", "N", "H", "H", "H", "H"],
  "coordinates": [[-3.9599, 0.5976, -0.2187], [-3.2019, -0.0316, -0.3935], [-2.0943, 0.1250, 0.2548], [-1.0144, -0.7888, 0.1612], [0.1983, -0.2991, -0.0032], [1.3278, -1.0858, -0.2130], [2.4209, -0.3455, -0.0332], [2.2011, 0.9666, -0.0366], [0.7424, 0.9059, -0.0450], [-1.7854, 1.0302, 0.9193], [1.4034, -2.0852, 0.3106], [3.4635, -0.6908, -0.2417], [0.2985, 1.7015, -0.4610]],
  "mulliken_charge": [0.25, -0.63, 0.15, -0.59, 0.34, -0.18, -0.04, -0.63, 0.12, 0.27, 0.34, 0.33, 0.27],
  "homo_lumo_gap_ev": 9.3,
  "homo_ev": -8.66,
  "multiplicity": 1,
  "smiles": "[H]/N=C/N=c1/[nH]cn[nH]1"
}



Stability ranking, top entry: z; the second entry is 1.484 eV less favorable.



w.
{
  "formula": "C3H5N5",
  "method": "ωB97M-V/def2-TZVPD",
  "elements": ["C", "C", "C", "H", "H", "H", "H", "H", "N", "N", "N", "N", "N"],
  "coordinates": [[-0.4578, 1.4371, -0.5481], [1.3147, 0.5694, 1.0300], [-0.1663, -0.9080, 0.0249], [-1.1907, 0.4840, -2.2511], [-0.4967, 2.3888, -0.1322], [1.4815, 1.7188, 1.1353], [1.1866, -2.5036, 1.1347], [-1.7007, -1.2750, -1.2588], [-1.2470, 1.3513, -1.6617], [0.1728, 0.5033, 0.1618], [1.6152, -0.5509, 1.6528], [0.4192, -1.4732, 1.3291], [-0.9308, -1.7420, -0.6168]],
  "mulliken_charge": [0.20, 0.04, 0.20, 0.24, 0.36, 0.27, 0.37, 0.25, -0.65, 0.03, -0.45, -0.25, -0.60],
  "homo_lumo_gap_ev": 9.6,
  "homo_ev": -9.40,
  "multiplicity": 1
}



x.
{
  "formula": "C3H5N5",
  "method": "ωB97M-V/def2-TZVPD",
  "elements": ["C", "C", "C", "H", "H", "H", "H", "H", "N", "N", "N", "N", "N"],
  "coordinates": [[0.3711, 0.7661, -0.0631], [0.8777, -1.3710, -0.1593], [-0.2439, -0.5980, -0.1094], [-1.3572, 1.6556, 0.5881], [0.0360, 2.9480, -0.3757], [3.0783, -0.8564, 0.6403], [0.9819, -2.4805, -0.0461], [-3.4097, -0.6866, -0.1480], [-0.2977, 2.0008, -0.0650], [1.6454, 0.6914, 0.1310], [2.0254, -0.5861, -0.0298], [-1.5689, -0.9707, 0.1075], [-2.5696, -0.1871, 0.0467]],
  "mulliken_charge": [0.33, -0.61, 0.74, 0.33, 0.22, 0.36, 0.39, 0.24, -0.51, -0.69, 0.00, -0.15, -0.65],
  "homo_lumo_gap_ev": 8.0,
  "homo_ev": -8.24,
  "multiplicity": 1
}



Stability ranking, top entry: w; the second entry is 0.603 eV less favorable.



w.
{
  "formula": "C3H5N5",
  "method": "ωB97M-V/def2-TZVPD",
  "elements": ["C", "C", "C", "H", "H", "H", "H", "H", "N", "N", "N", "N", "N"],
  "coordinates": [[-0.9438, 1.2130, 0.1045], [1.5905, -0.9315, -0.1286], [2.1569, 0.2643, -0.2039], [-3.2082, -0.9802, -0.2047], [-1.3188, -1.3396, 0.0624], [-1.1279, 2.3483, 0.4074], [2.1909, -1.7083, 0.3505], [3.1692, 0.7243, -0.3826], [-2.0964, -0.8253, -0.1563], [-2.1295, 0.6095, -0.1579], [0.1750, 0.3801, 0.1284], [0.3129, -0.9084, 0.2416], [1.2292, 1.1538, -0.0611]],
  "mulliken_charge": [0.16, -0.29, -0.11, 0.28, 0.31, 0.29, 0.25, 0.38, -0.26, -0.42, 0.89, -0.63, -0.84],
  "homo_lumo_gap_ev": 9.0,
  "homo_ev": -8.31,
  "multiplicity": 1
}



x.
{
  "formula": "C3H5N5",
  "method": "ωB97M-V/def2-TZVPD",
  "elements": ["N", "N", "C", "C", "N", "N", "N", "C", "H", "H", "H", "H", "H"],
  "coordinates": [[-0.7280, -1.9726, 1.5992], [-0.5713, -1.5734, 0.1959], [-0.2056, -0.3499, -0.0890], [-0.1264, -0.1534, -1.5730], [0.4894, 0.9985, -1.9856], [1.1084, 1.8050, -0.9591], [0.5019, 1.9767, 0.2572], [-0.0822, 0.8212, 0.6977], [-0.2182, -1.2846, 2.4758], [-0.3853, -3.0600, 1.2827], [-0.9064, -0.7608, -2.3625], [1.4682, 2.8061, -1.3155], [-0.3444, 0.7473, 1.7762]],
  "mulliken_charge": [-0.55, -0.38, 0.59, 0.06, -0.40, -0.09, -0.40, -0.22, 0.25, 0.31, 0.29, 0.29, 0.24],
  "homo_lumo_gap_ev": 7.8,
  "homo_ev": -8.04,
  "multiplicity": 1,
  "smiles": "NN=c1cn[nH]nc1"
}



Stability ranking, top entry: w; the second entry is 1.061 eV less favorable.



w.
{
  "formula": "C3H5N5",
  "method": "ωB97M-V/def2-TZVPD",
  "elements": ["N", "N", "C", "N", "C", "C", "N", "N", "H", "H", "H", "H", "H"],
  "coordinates": [[-2.1100, 0.5650, 0.1739], [-1.9886, -0.7240, -0.1815], [-0.8171, -1.2253, -0.1645], [0.3923, -0.5667, 0.0838], [0.7973, 0.7722, -0.1342], [2.1263, 0.6913, -0.1283], [2.5071, -0.5870, 0.0849], [1.4350, -1.3384, 0.1903], [-3.0663, 0.8824, 0.1869], [-1.4415, 0.9557, 0.8180], [-0.7645, -2.3178, -0.3183], [0.0528, 1.4137, -0.4048], [2.8773, 1.4791, -0.2062]],
  "mulliken_charge": [-0.30, -0.41, 0.10, 0.56, -0.03, -0.63, -0.35, -0.77, 0.22, 0.24, 0.42, 0.57, 0.39],
  "homo_lumo_gap_ev": 9.8,
  "homo_ev": -8.99,
  "multiplicity": 1,
  "smiles": "N/N=C\\n1ccnn1"
}



x.
{
  "formula": "C3H5N5",
  "method": "ωB97M-V/def2-TZVPD",
  "elements": ["N", "N", "C", "C", "C", "N", "N", "N", "H", "H", "H", "H", "H"],
  "coordinates": [[-2.3471, -0.0977, 0.0453], [-1.6130, -1.3106, -0.1115], [-0.3512, -0.7514, -0.1969], [-0.0935, 0.8029, -0.3275], [1.1965, 0.8763, -0.1573], [2.0250, -0.2081, 0.2419], [1.7447, -1.4454, -0.1180], [0.5570, -1.6499, -0.2669], [-1.7653, 0.6400, 0.4869], [-3.1168, -0.2282, 0.8341], [-0.7102, 1.6915, -0.9153], [1.5691, 1.8576, 0.0070], [2.9047, -0.1769, 0.4780]],
  "mulliken_charge": [-0.37, -0.43, 0.51, -0.28, -0.42, 0.20, -0.57, -0.03, 0.26, 0.28, 0.35, 0.36, 0.14],
  "homo_lumo_gap_ev": 8.0,
  "homo_ev": -7.86,
  "multiplicity": 1,
  "smiles": "N/N=c1\\cc[nH]nn1"
}



y.
{
  "formula": "C3H5N5",
  "method": "ωB97M-V/def2-TZVPD",
  "elements": ["H", "N", "C", "C", "N", "N", "C", "N", "N", "H", "H", "H", "H"],
  "coordinates": [[-2.3328, -1.2655, -0.4493], [-1.3333, -1.4706, -0.3405], [-0.8548, -0.2859, -0.1232], [-1.6734, 0.9303, 0.1736], [0.5520, -0.1061, -0.0442], [1.3222, -1.1542, 0.1530], [2.5602, -0.7291, 0.0892], [2.5864, 0.6046, -0.1950], [1.3514, 0.9998, -0.3912], [-1.9525, 0.9604, 1.2132], [-2.6066, 0.8688, -0.3109], [-1.0977, 1.8299, -0.0682], [3.4788, -1.1823, 0.2936]],
  "mulliken_charge": [0.26, -0.59, 0.69, -1.15, 0.85, -0.86, 0.01, -0.36, -0.33, 0.27, 0.41, 0.34, 0.46],
  "homo_lumo_gap_ev": 10.5,
  "homo_ev": -10.54,
  "multiplicity": 1,
  "smiles": "[H]/N=C(\\C)n1ncnn1"
}



Stability ranking, top entry: y; the second entry is 0.495 eV less favorable.